The following is a DFT calculation (the ωB97M-V functional and the def2-TZVPD basis) of an isolated molecule of C3H5NO.

**SMILES**: N#CCCO
**Molecular weight**: 71.1 g/mol
**HOMO**: -11.03 eV
**Multiplicity**: 1
**Energy relative to the best compared isomer or geometry (same formula, charge and spin)**: 49.6 kJ/mol
**E**: -6729.0584 eV

Last columns: bonded neighbours and bond lengths (Å).
Positions of all 10 atoms, in Å:
1 N 2.215 -0.980 -0.854  C2 1.157
2 C 1.455 -0.187 -0.490  N1 1.157, C3 1.467
3 C 0.422 0.729 0.005  C2 1.467, C4 1.536, H6 1.095, H7 1.095
4 C -0.768 -0.083 0.539  C3 1.536, O5 1.405, H8 1.093, H9 1.100
5 O -1.487 -0.684 -0.508  C4 1.405, H10 0.967
6 H 0.850 1.377 0.777  C3 1.095
7 H 0.077 1.360 -0.820  C3 1.095
8 H -1.463 0.585 1.054  C4 1.093
9 H -0.406 -0.823 1.268  C4 1.100
10 H -0.897 -1.293 -0.971  O5 0.967

Results of the natural (NBO) charge analysis, in e, for atoms 1 through 8:
1 N -0.3252
2 C 0.2738
3 C -0.5419
4 C -0.0456
5 O -0.7054
6 H 0.2534
7 H 0.2566
8 H 0.1900